# C56H57InN4O2PTe

A structure of composition C56H57InN4O2PTe (ωB97M-V/def2-TZVPD, the Open Molecules 2025 dataset).

Last column: Mulliken charge in e.
Atoms and positions in Å:
In1 -0.935807 0.642824 0.417003  1.679
C1 -3.547522 0.334779 -2.118175  -1.060
C2 -4.589499 0.986374 -1.218648  0.322
C3 -4.769494 2.463527 -1.561238  -1.560
C4 -4.277797 0.769308 0.268031  0.624
C5 -5.383019 1.265952 1.201128  -0.630
O1 -4.826571 2.469786 1.782067  -0.459
C6 -3.544786 2.544430 1.428888  0.709
N1 -3.109786 1.577437 0.699679  0.182
C7 -2.878471 3.796439 1.861894  -0.104
C8 -3.757027 4.874140 2.020772  -0.994
C9 -3.295074 6.152852 2.277886  -0.839
C10 -1.935383 6.384405 2.362858  -1.020
C11 -1.055841 5.323371 2.224111  -1.011
C12 -1.494846 4.019647 2.001821  0.837
P1 -0.186527 2.738820 1.982318  1.653
C13 0.542485 2.608082 3.636998  -0.127
C14 1.040593 3.709357 4.337327  -0.091
C15 1.612134 3.539396 5.586087  -0.833
C16 1.703378 2.270317 6.146327  -0.702
C17 1.230086 1.169141 5.451342  -1.080
C18 0.650131 1.338007 4.201559  0.461
C19 1.079734 3.457397 0.900544  0.381
C20 2.431411 3.401740 1.225514  -0.741
C21 3.383931 3.826822 0.307701  -0.596
C22 2.992362 4.300930 -0.934876  -0.638
C23 1.643009 4.356449 -1.264309  -0.795
C24 0.690332 3.934720 -0.352424  -0.607
H1 -3.862042 0.382911 -3.160694  0.575
H2 -3.382998 -0.714017 -1.860633  0.130
H3 -2.587582 0.857139 -2.050899  0.017
H4 -5.548111 0.479967 -1.378414  0.498
H5 -3.824645 3.005027 -1.476279  0.174
H6 -5.504685 2.958130 -0.923225  0.419
H7 -5.115845 2.569596 -2.588190  0.518
H8 -4.062943 -0.285131 0.436786  -0.420
H9 -5.623563 0.583681 2.015823  0.331
H10 -6.294862 1.546761 0.678805  0.433
H11 -4.817985 4.710214 1.917273  0.584
H12 -4.000161 6.964240 2.390151  0.444
H13 -1.555699 7.382227 2.534179  0.476
H14 0.006757 5.521079 2.269448  0.410
H15 0.997818 4.702228 3.911250  0.313
H16 1.993457 4.397034 6.123094  0.472
H17 2.153066 2.143629 7.121839  0.431
H18 1.316865 0.177598 5.875683  0.563
H19 0.307036 0.469274 3.653714  0.236
H20 2.748882 3.032411 2.192471  0.422
H21 4.432402 3.793964 0.571505  0.469
H22 3.735713 4.638870 -1.644253  0.490
H23 1.334072 4.735700 -2.228960  0.487
H24 -0.360878 3.993086 -0.615141  0.456
N2 -1.965810 -1.110463 4.336200  0.144
C25 -2.096897 -0.306281 3.272526  -1.258
N3 -1.334055 -0.672670 2.263249  0.892
C26 -0.639261 -1.806368 2.709360  0.227
C27 0.295049 -2.621775 2.067906  -0.683
C28 0.799301 -3.686791 2.780697  -1.470
C29 0.392164 -3.954868 4.099066  -0.660
C30 -0.533435 -3.162921 4.743183  -1.211
C31 -1.035300 -2.087846 4.016521  0.719
H25 -2.461635 -1.009684 5.207095  0.282
H26 -2.754003 0.547201 3.279948  0.478
H27 0.613860 -2.435392 1.052244  1.184
H28 1.522932 -4.337575 2.309161  0.612
H29 0.810799 -4.806038 4.617181  0.455
H30 -0.853892 -3.371674 5.754142  0.521
C32 2.468476 -0.621791 -7.957820  -1.673
C33 2.142892 -0.615395 -6.492737  0.437
C34 3.033985 -0.105045 -5.559026  -0.841
C35 2.759264 -0.106977 -4.195954  0.430
C36 3.779742 0.476760 -3.252402  -1.810
C37 1.543956 -0.668452 -3.787197  0.600
Te1 1.262894 -0.545960 -1.696946  0.182
N4 -0.516387 -1.180526 -0.991019  -0.533
C38 -0.665712 -2.503865 -1.321796  0.324
O2 0.216497 -3.066413 -1.967520  -0.616
C39 -1.919197 -3.236964 -0.989027  -0.136
C40 -2.158639 -4.433587 -1.660730  -0.324
C41 -3.316938 -5.152093 -1.409190  -0.912
C42 -4.234767 -4.687622 -0.478025  -0.677
C43 -3.995330 -3.500138 0.200712  -1.100
C44 -2.844074 -2.776401 -0.061838  0.982
C45 2.721069 -1.819439 -0.850353  1.400
C46 3.228801 -2.972515 -1.465591  0.997
C47 2.887468 -3.438594 -2.852748  -1.323
C48 4.156380 -3.723123 -0.746541  -1.071
C49 4.589568 -3.371160 0.522789  0.344
C50 5.598227 -4.203565 1.258912  -1.683
C51 4.083093 -2.206465 1.087544  -1.119
C52 3.159353 -1.414251 0.421562  0.732
C53 2.691188 -0.156698 1.111287  -1.041
C54 0.591562 -1.140243 -4.691119  1.273
C55 -0.766008 -1.651350 -4.296491  -0.817
C56 0.924234 -1.107651 -6.039243  -0.841
H31 3.406234 -0.108773 -8.160581  0.363
H32 1.680183 -0.135383 -8.532618  0.386
H33 2.555638 -1.644827 -8.325673  0.346
H34 3.973817 0.315695 -5.896120  0.369
H35 4.585813 0.934666 -3.821841  0.471
H36 4.226949 -0.280248 -2.604961  0.405
H37 3.351165 1.255761 -2.613790  0.279
H38 -1.427197 -4.790790 -2.371613  0.539
H39 -3.501522 -6.077892 -1.936195  0.472
H40 -5.136081 -5.251987 -0.279856  0.442
H41 -4.706627 -3.146570 0.936728  0.516
H42 -2.649873 -1.861360 0.469654  -0.164
H43 1.820881 -3.404284 -3.053421  0.048
H44 3.232571 -4.461339 -2.987258  0.487
H45 3.392344 -2.821343 -3.597894  0.279
H46 4.550907 -4.621560 -1.205670  0.457
H47 5.718477 -5.181663 0.798060  0.403
H48 5.305592 -4.345261 2.299152  0.384
H49 6.572410 -3.711751 1.259263  0.329
H50 4.422555 -1.899841 2.070220  0.470
H51 3.315409 0.043474 1.981412  0.749
H52 1.664619 -0.256504 1.485924  -0.312
H53 2.734643 0.721054 0.464339  0.138
H54 -1.160670 -1.139438 -3.416867  -0.495
H55 -0.735944 -2.718327 -4.074015  0.248
H56 -1.468422 -1.492657 -5.112706  0.593
H57 0.198509 -1.468250 -6.759167  0.496

Cartesian forces (eV/Å) of the 3 atoms listed first:
-0.54 0.01 0.05
0.04 0.00 0.01
-0.07 0.05 0.01

Properties
- multiplicity = 2
- E_LUMO (alpha / beta) (eV) = -4.792 / -5.875
- HOMO (alpha / beta) (eV) = -11.54 / -12.97
- energy above the lowest of the compared OMol25 structures with the same formula, charge and spin (kJ/mol) = 0.0
- total charge = +2


# CH7N2O

A cluster of 2 separate species, CH7N2O in total (ωB97M-V/def2-TZVPD, the Open Molecules 2025 dataset).

Last column: Mulliken charge in e.
Atoms and positions in Å:
O1 -0.029683 0.268177 2.567628  -0.700
H1 0.241137 0.171366 0.827273  0.328
H2 0.403142 -0.549524 2.855398  0.339
H3 -0.698835 0.348844 3.261379  0.342
N1 0.583721 -0.192410 -0.095775  -0.342
C1 -0.417379 -0.360142 -1.199225  0.079
N2 -0.241484 0.412893 -2.146236  -0.476
H4 1.262336 0.507092 -0.418420  0.386
H5 1.083158 -1.048406 0.164780  0.374
H6 -1.159491 -1.108165 -0.931426  0.368
H7 -1.063629 0.453033 -2.752924  0.301

Cartesian forces (eV/Å) of the 3 atoms listed first:
0.10 -0.76 0.29
-0.73 -0.05 -0.19
0.23 0.16 -0.01

Properties
- E_LUMO (eV) = -3.620
- HOMO (eV) = -16.24
- energy above the lowest of the compared OMol25 structures with the same formula, charge and spin (kJ/mol) = 148.5
- total charge = +1


# C42H38AuN6OP2Te

A structure of composition C42H38AuN6OP2Te (ωB97M-V/def2-TZVPD, the Open Molecules 2025 dataset).

Last column: Mulliken charge in e.
Atoms and positions in Å:
Au1 -0.512475 0.854479 -0.954296  1.064
Te1 3.666025 -0.809921 1.827604  0.374
C1 3.621325 0.626479 3.440904  0.076
C2 4.381325 1.780479 3.315104  -0.152
C3 4.302425 2.733879 4.322704  -0.498
N1 3.541125 2.583779 5.386804  -0.572
C4 2.844725 1.476079 5.524504  -0.650
C5 2.855125 0.454079 4.581004  0.040
C6 2.331925 0.364679 0.653304  -0.364
P1 2.496825 0.184379 -1.113196  0.803
C7 2.062025 1.858479 -1.720496  0.040
C8 1.666725 2.910779 -0.892696  0.623
C9 1.384025 4.149279 -1.440296  -0.896
C10 1.494625 4.344079 -2.807896  -0.666
C11 1.886025 3.300379 -3.632996  -0.701
C12 2.165925 2.058979 -3.093096  -0.864
C13 4.303125 0.194179 -1.349596  0.215
C14 5.052125 1.226779 -0.788496  -0.112
C15 6.427725 1.214379 -0.913496  -0.821
C16 7.053825 0.178379 -1.592996  -0.475
C17 6.306725 -0.834921 -2.170796  -0.688
C18 4.926125 -0.828021 -2.053096  -0.469
P2 0.569025 0.308879 0.962704  -0.219
C19 0.235725 -1.334421 1.626004  0.641
C20 0.200425 -2.381021 0.708404  -0.715
C21 0.079125 -3.681021 1.159204  -0.822
C22 -0.011875 -3.934721 2.520404  -0.631
C23 -0.007575 -2.887821 3.429504  -0.929
C24 0.124925 -1.583721 2.989004  -0.058
C25 0.148525 1.442279 2.297604  1.386
C26 1.002925 2.462479 2.692704  -0.527
C27 0.580925 3.392779 3.624704  -1.177
C28 -0.700175 3.321479 4.143504  -0.923
C29 -1.564675 2.315779 3.735304  -0.952
C30 -1.147275 1.378479 2.811704  -0.843
H1 5.019125 1.937879 2.457004  0.503
H2 4.865125 3.655879 4.269304  0.400
H3 2.244925 1.403179 6.421804  0.420
H4 2.282725 -0.447821 4.740304  0.560
H5 1.599825 2.765379 0.177404  0.655
H6 1.073925 4.966479 -0.804296  0.508
H7 1.273425 5.314179 -3.225896  0.438
H8 1.970925 3.453579 -4.698496  0.445
H9 2.462225 1.234579 -3.727596  0.445
H10 4.543325 2.034379 -0.277096  0.512
H11 7.013725 2.017279 -0.491796  0.439
H12 8.129125 0.168079 -1.681396  0.418
H13 6.798625 -1.625421 -2.717696  0.421
H14 4.329125 -1.606821 -2.508296  0.416
H15 0.286625 -2.159621 -0.350196  0.461
H16 0.067625 -4.499621 0.455104  0.476
H17 -0.073175 -4.951121 2.877904  0.441
H18 -0.097275 -3.084721 4.487004  0.480
H19 0.134425 -0.760521 3.690304  0.631
H20 2.001825 2.512779 2.283204  0.753
H21 1.252925 4.173979 3.940804  0.500
H22 -1.029975 4.051279 4.865404  0.455
H23 -2.564375 2.269379 4.139204  0.470
H24 -1.808275 0.582379 2.491904  0.931
C31 -5.445275 -4.405721 -4.498596  -1.089
C32 -5.615275 -4.544621 -2.989996  -0.808
N2 -4.799975 -3.601521 -2.228896  0.202
C33 -3.667975 -4.124121 -1.498796  -0.736
C34 -2.529475 -4.533421 -2.430696  -1.079
C35 -5.250675 -2.338021 -2.184996  0.436
O1 -6.240775 -1.964121 -2.785196  -0.617
C36 -4.560375 -1.326021 -1.302496  0.140
C37 -5.386575 -0.607921 -0.440196  -0.398
C38 -4.848875 0.410679 0.323804  -1.159
C39 -3.506075 0.712279 0.169804  -0.492
N3 -2.724575 0.033179 -0.658296  0.083
C40 -3.222275 -0.958221 -1.382996  -0.368
H25 -6.100475 -5.117421 -4.992796  0.383
H26 -4.421775 -4.602321 -4.805296  0.279
H27 -5.727975 -3.405821 -4.816196  0.320
H28 -5.359375 -5.552621 -2.659496  0.423
H29 -6.662275 -4.344321 -2.742096  0.413
H30 -4.001475 -4.995921 -0.923696  0.281
H31 -3.318875 -3.372121 -0.788796  0.523
H32 -2.853875 -5.328121 -3.095996  0.390
H33 -1.686175 -4.894421 -1.848596  0.322
H34 -2.203075 -3.692121 -3.037096  0.288
H35 -6.439475 -0.844421 -0.401296  0.532
H36 -5.461775 0.972079 1.007104  0.467
H37 -3.047175 1.530879 0.706504  0.760
H38 -2.541375 -1.442621 -2.066996  0.540
N4 -1.542775 6.215279 -1.679396  -0.568
C41 -1.716975 5.174979 -2.145996  0.570
N5 -2.005575 4.026979 -2.647296  -0.683
C42 -1.510875 2.898779 -2.574596  0.649
N6 -1.144375 1.775279 -2.623596  -0.720

Cartesian forces (eV/Å) of the 3 atoms listed first:
0.18 -0.58 1.30
-0.27 1.31 0.06
-0.08 -0.39 -0.07

Properties
- E_LUMO (alpha / beta) (eV) = -6.460 / -5.857
- HOMO (alpha / beta) (eV) = -10.03 / -10.30
- total charge = +1


Computed max |F|, in the same sequence as the records: 0.6 1.2 2.4 eV Å⁻¹.